{
  "formula": "C8H40N16O12",
  "method": "ωB97M-V/def2-TZVPD",
  "charge": 1,
  "homo_energy_ev": [-10.817, -10.808],
  "energy_ha": -2107.6599,
  "gap_ha": [0.294, 0.079],
  "spin_multiplicity": 2,
  "s2": 0.767,
  "elements": ["O", "O", "O", "O", "O", "O", "O", "O", "O", "O", "O", "O", "N", "N", "N", "N", "N", "N", "N", "N", "N", "N", "N", "N", "N", "N", "N", "N", "C", "C", "C", "C", "C", "C", "C", "C", "H", "H", "H", "H", "H", "H", "H", "H", "H", "H", "H", "H", "H", "H", "H", "H", "H", "H", "H", "H", "H", "H", "H", "H", "H", "H", "H", "H", "H", "H", "H", "H", "H", "H", "H", "H", "H", "H", "H", "H"],
  "xyz": [[-16.6580, 4.2107, -18.7686], [-17.9396, 7.4616, -15.8239], [-17.2935, -0.8142, -17.3346], [-15.2024, 4.0664, -16.0592], [-20.7144, 2.6028, -16.8458], [-15.2657, 0.9845, -17.4139], [-18.4223, 1.1522, -12.3742], [-20.2801, -0.1072, -17.1440], [-20.0409, 1.2601, -20.2106], [-15.0714, -1.6116, -14.8899], [-17.8054, 2.0027, -16.0897], [-20.4157, 4.8301, -12.0832], [-13.2152, 0.1434, -17.3548], [-18.8189, -0.1133, -14.1971], [-20.8378, 2.8711, -13.1822], [-21.9848, 4.4488, -16.9441], [-18.2687, -1.0980, -12.4738], [-15.1722, 4.0740, -13.7558], [-15.4408, 0.3884, -14.2612], [-19.8606, 6.6112, -16.4400], [-18.3654, 5.2205, -16.0146], [-17.9479, 1.2350, -19.2967], [-13.5132, 2.1511, -17.9386], [-21.0605, 3.6052, -18.7466], [-14.5160, -0.9236, -12.8507], [-18.4061, 2.7641, -20.6145], [-18.9310, 3.8505, -13.4480], [-14.8338, 5.8421, -14.8759], [-14.0935, 1.0359, -17.5933], [-18.6227, 6.4872, -16.0816], [-18.5634, 0.0656, -12.9751], [-15.1179, 4.5952, -14.9564], [-18.9514, 1.7047, -20.0407], [-20.0814, 3.9175, -12.8797], [-14.9357, -0.7800, -14.0704], [-21.3279, 3.4472, -17.4625], [-14.7536, 6.1911, -13.9316], [-16.9393, 2.3964, -15.9847], [-14.8772, 4.7452, -13.0611], [-20.2783, 7.5298, -16.3976], [-16.1315, 0.4364, -14.9965], [-18.0704, -1.1360, -11.4842], [-20.5320, 2.0940, -13.7502], [-21.6899, 4.1766, -19.2920], [-14.5693, -0.1032, -12.2640], [-20.3290, 5.8372, -16.8891], [-18.7067, 3.0857, -14.0684], [-12.2452, 0.3818, -17.5041], [-17.4883, 4.7740, -15.7879], [-15.1076, 3.0829, -13.5724], [-14.1451, 2.9233, -17.7818], [-17.1390, 1.8351, -19.2213], [-12.6157, 2.2008, -18.3992], [-16.8199, 5.1287, -18.9859], [-14.5993, 6.2718, -15.7593], [-18.1510, 2.3934, -16.8923], [-19.3764, -0.4052, -17.2475], [-18.7074, 0.7290, -14.7433], [-18.5183, -1.9206, -13.0041], [-18.9818, 3.1438, -21.3524], [-21.3844, 2.5618, -12.3912], [-15.3770, 1.0431, -13.4947], [-22.1342, 4.4692, -15.9454], [-18.2088, 4.5113, -13.1994], [-22.6175, 4.9793, -17.5259], [-20.2396, 0.8377, -17.2919], [-16.5835, -0.2919, -16.9613], [-19.2386, 4.7145, -15.9753], [-16.8686, -1.6184, -17.6327], [-17.4371, 2.9751, -20.4229], [-14.0779, -1.7855, -12.5584], [-20.5762, 2.9453, -19.3383], [-19.1530, -1.0184, -14.4958], [-17.9494, 0.3194, -18.8705], [-16.5848, 4.1993, -17.8142], [-13.5991, -0.7616, -17.1233]],
  "atomic_forces_ev_per_a": [[-0.136, -0.657, -0.669], [1.352, 0.062, 0.202], [-1.097, -0.166, -0.682], [-1.153, -1.864, -1.147], [0.539, -1.233, 1.569], [-4.914, -0.773, 0.521], [-0.055, -0.869, -0.792], [0.063, -0.519, -0.242], [-0.887, -0.496, -0.015], [0.431, -4.208, -3.618], [-0.193, -0.189, 0.209], [0.331, -1.506, -1.255], [1.826, -4.565, 0.694], [-1.928, 1.477, -5.901], [-3.200, -2.045, 0.023], [-2.301, 1.919, 1.666], [0.753, -3.212, 3.648], [-0.600, -2.045, 2.540], [-1.376, 5.113, -0.985], [-4.636, 1.481, -1.551], [1.610, -4.507, -0.190], [1.627, -1.454, 1.716], [0.277, 3.938, -1.396], [-0.457, 0.966, -4.035], [2.135, -0.893, 3.472], [-0.202, 1.839, -1.852], [4.247, 0.757, -2.191], [0.648, 3.683, -0.154], [1.719, 1.693, -0.064], [1.639, 3.372, 0.837], [1.823, 2.621, 4.104], [0.807, -1.036, -1.529], [-1.115, -0.472, -0.492], [-1.549, 2.386, 3.324], [-0.903, -0.275, 0.881], [2.488, -0.980, -0.304], [0.275, 1.286, -0.984], [0.812, 0.191, -0.049], [-0.164, -1.134, 0.578], [0.036, -0.290, -0.195], [0.126, 0.545, 0.339], [-0.262, -0.427, -0.173], [0.398, 0.322, 0.177], [0.124, 0.103, 0.008], [0.354, -0.825, 0.411], [-0.331, 0.651, 0.132], [0.210, 0.128, 0.457], [-0.251, -0.829, 0.367], [-0.295, 0.411, 0.194], [-0.096, 0.427, -0.112], [0.666, 0.638, -0.486], [0.723, -0.380, 0.887], [-0.394, 0.373, 0.290], [-0.068, 0.345, -0.040], [-0.142, 0.754, 0.664], [-0.484, 0.237, -0.049], [0.411, -0.376, 0.213], [-0.697, -0.590, -0.945], [0.416, -0.066, 0.720], [0.515, 0.648, -0.386], [-0.335, 0.167, -0.258], [-0.823, 0.090, -0.574], [-0.210, -0.184, -0.025], [-0.325, -0.070, -0.184], [0.055, 0.032, 0.320], [-0.398, 0.665, 0.284], [0.707, 0.517, 0.097], [0.922, -0.979, 0.390], [0.081, -0.390, 0.087], [-0.124, 1.128, -0.414], [-0.043, 0.396, 0.108], [-0.689, -0.365, 0.901], [0.145, 0.771, -0.831], [0.326, -1.012, 0.927], [0.357, 0.053, 0.657], [0.859, -0.308, 0.158]],
  "lowdin_spin": [0.000, 0.000, -0.001, 0.000, 0.003, 0.000, 0.000, 0.013, -0.038, 0.000, 0.012, 0.001, 0.000, 0.000, 0.000, 0.000, 0.000, 0.000, 0.000, 0.000, 0.000, 0.578, 0.000, 0.004, 0.000, 0.330, 0.000, 0.000, 0.000, 0.000, 0.000, 0.000, 0.065, 0.000, 0.000, 0.000, 0.000, 0.000, 0.000, 0.000, 0.000, 0.000, 0.000, 0.000, 0.000, 0.000, 0.000, 0.000, 0.000, 0.000, 0.000, 0.008, 0.000, 0.000, 0.000, 0.001, 0.000, 0.000, 0.000, 0.007, 0.000, 0.000, 0.000, 0.000, 0.000, 0.000, 0.000, 0.000, 0.000, 0.002, 0.000, 0.001, 0.000, 0.011, 0.000, 0.000]
}



{
  "formula": "C8H40N2O11",
  "method": "ωB97M-V/def2-TZVPD",
  "homo_energy_ev": -9.308,
  "energy_ha": -1265.9164,
  "relative_energy_kj_mol": 0.0,
  "gap_ha": 0.362,
  "smiles": "COC[C@H](C)N.COC[C@H](C)N.O.O.O.O.O.O.O.O.O",
  "elements": ["O", "O", "O", "O", "O", "O", "O", "O", "O", "O", "O", "N", "N", "C", "C", "C", "C", "C", "C", "C", "C", "H", "H", "H", "H", "H", "H", "H", "H", "H", "H", "H", "H", "H", "H", "H", "H", "H", "H", "H", "H", "H", "H", "H", "H", "H", "H", "H", "H", "H", "H", "H", "H", "H", "H", "H", "H", "H", "H", "H", "H"],
  "xyz": [[-0.7879, -3.1143, 2.3917], [0.5069, -0.5034, 2.4999], [-0.4357, -1.9937, -2.6479], [2.5593, -1.8642, 0.5244], [0.1014, -0.1132, -0.5139], [2.2442, 4.0885, 1.0486], [-1.9896, 4.1410, -1.0582], [-1.2173, -4.1579, -0.2192], [2.8689, 1.2411, 0.3105], [-0.5517, 2.2068, 2.0404], [0.5172, 2.9074, -1.0188], [-5.1004, 2.6141, -0.0202], [1.6071, -5.2390, -0.6762], [2.5457, -4.0565, -0.6869], [3.7434, -1.9361, 1.2456], [-3.6527, 2.7122, -0.1304], [1.8908, -3.1640, 0.3667], [-1.7462, 5.1892, -0.1163], [2.4447, -3.4036, -2.0942], [-2.9148, 1.4508, -0.4120], [-3.3899, 3.7584, -1.1394], [-2.5225, 5.9837, -0.2565], [-1.3755, -3.4672, 1.6955], [-3.2737, 3.1079, 0.9111], [-0.3258, -4.5504, -0.3992], [3.5539, -4.4299, -0.3178], [3.1568, 1.2087, -0.5882], [4.4518, -2.5952, 0.8028], [-3.0966, 0.5797, 0.2541], [-0.7766, -1.5285, -3.4276], [1.9055, -5.9539, -1.4149], [-5.3728, 2.3784, 0.9270], [4.1253, -0.9531, 1.3933], [-0.2354, 1.3524, 2.3425], [-0.5594, -0.1130, 0.2075], [1.5950, -5.7017, 0.2380], [-0.3931, 3.2528, -1.0172], [2.4507, 5.0303, 1.0492], [1.3612, -3.3489, -2.3144], [3.6923, -2.2638, 2.2553], [-3.6148, 3.5180, -2.1939], [-1.3897, -2.9840, 3.0961], [1.7663, -3.7103, 1.3153], [2.9977, -2.4459, -2.1238], [-0.3708, -1.3534, -1.9585], [0.0660, -1.3501, 2.2879], [0.4201, 1.9514, -0.7818], [2.8769, -4.0079, -2.8729], [1.5346, 3.9780, 0.3099], [-1.2119, -3.4981, -0.9356], [2.9661, 2.2192, 0.5493], [-1.8762, 1.7454, -0.5009], [-1.8343, 4.8261, 0.9409], [-3.1955, 1.1507, -1.4616], [0.8838, -2.8565, 0.1163], [0.9821, 0.1165, -0.1327], [-0.7268, 5.5019, -0.3485], [0.2075, 2.6632, 1.7573], [-3.9176, 4.6386, -0.8204], [-5.6342, 1.8750, -0.5835], [1.4661, -0.7295, 2.3064]],
  "atomic_forces_ev_per_a": [[0.186, -0.228, -1.216], [1.539, -0.776, -0.399], [-0.518, -0.938, -1.303], [-1.047, -1.315, 0.234], [0.052, 0.297, 0.191], [-1.640, -0.189, -1.648], [-0.298, 0.131, -0.283], [0.837, 0.174, -0.705], [-0.174, 1.753, 1.323], [-1.791, -0.542, 0.375], [0.076, -0.681, 0.472], [-2.157, -1.483, -0.097], [0.691, -0.986, -1.341], [-0.734, -1.012, 0.241], [0.375, 0.215, 0.151], [-0.560, -0.255, 2.598], [0.702, 1.540, 0.246], [-0.806, -0.467, 0.162], [0.191, -0.217, 1.050], [-0.037, -0.916, -1.765], [1.810, 1.264, -0.108], [0.902, -0.266, 0.039], [0.718, -0.015, -0.389], [-0.725, -0.538, -1.893], [-0.512, -0.192, 0.313], [-0.805, 0.889, -0.804], [0.354, -0.117, -1.009], [0.894, -0.335, -0.737], [0.203, 0.831, -0.184], [0.131, -0.188, 0.441], [-0.599, 1.333, 1.558], [0.105, 0.187, 0.045], [0.473, 0.948, -0.633], [0.227, -0.462, 0.140], [0.887, 0.178, -0.245], [0.285, 0.079, -0.456], [-0.082, -0.078, -0.202], [0.051, -0.143, 0.047], [0.714, 0.574, 0.083], [-0.960, -0.823, 1.226], [0.054, -0.173, 0.538], [-0.753, 0.316, 1.514], [0.481, 0.298, 0.080], [-0.715, -0.263, 0.100], [0.330, 1.209, 1.020], [-0.035, 0.142, 0.208], [0.055, 0.961, -0.269], [0.342, -0.560, -0.214], [1.510, -0.059, 1.337], [-0.452, -0.051, 0.162], [-0.348, -1.630, -0.288], [0.336, -0.538, 0.379], [0.259, 0.230, -0.765], [0.119, -0.100, 0.837], [-0.129, -0.208, -0.549], [-0.724, -0.483, 0.153], [-0.216, 0.401, 0.326], [1.609, 0.962, -0.537], [-0.769, 0.351, -0.286], [1.710, 1.364, 0.578], [-1.619, 0.600, 0.159]],
  "lowdin_charge": [-0.047, -0.077, -0.050, -0.202, -0.069, -0.099, -0.251, -0.088, -0.056, -0.031, -0.077, 0.017, -0.009, -0.384, -0.135, -0.485, -0.184, -0.085, -0.041, -0.067, -0.178, 0.098, 0.034, 0.173, 0.014, 0.144, 0.035, 0.075, 0.097, 0.057, 0.117, 0.062, 0.075, -0.004, 0.051, 0.081, 0.003, 0.040, 0.063, 0.079, 0.144, 0.030, 0.129, 0.088, -0.025, 0.008, 0.020, 0.060, 0.050, 0.026, 0.053, 0.039, 0.098, 0.103, 0.092, 0.035, 0.088, -0.020, 0.103, 0.109, 0.070]
}



{
  "formula": "C8H4AuCl2FN2O7",
  "method": "ωB97M-V/def2-TZVPD",
  "homo_energy_ev": -9.955,
  "energy_ha": -2099.1248,
  "relative_energy_kj_mol": 9.8,
  "gap_ha": 0.269,
  "elements": ["Au", "Cl", "Cl", "F", "O", "O", "O", "O", "O", "O", "O", "N", "N", "C", "C", "C", "C", "C", "C", "C", "C", "H", "H", "H", "H"],
  "xyz": [[-0.0015, -0.0884, -0.2786], [-1.3484, 0.9669, -3.1221], [0.0762, -1.4661, -2.2240], [1.4278, 0.9531, -1.0406], [-6.4674, -0.3783, 3.8923], [-3.0797, -3.1929, -0.1952], [-1.4071, -1.2520, 0.3945], [-1.5697, 2.7320, 1.7603], [-4.0033, -3.8625, 1.6315], [-5.5389, 1.5501, 4.1388], [-0.1139, 1.2077, 1.1674], [-3.4975, -3.0111, 0.9284], [-5.5840, 0.4276, 3.6811], [-4.4695, -1.2772, 2.3140], [-1.3715, 1.5765, 1.5056], [-0.0017, -0.1036, -3.4299], [-4.4829, 0.0085, 2.8074], [-2.3788, -0.7816, 1.1504], [-2.4234, 0.5221, 1.6894], [-3.4826, 0.9077, 2.4947], [-3.4392, -1.6511, 1.4788], [-0.1328, -0.5946, -4.3867], [0.9348, 0.4300, -3.3244], [-5.2522, -1.9784, 2.5626], [-3.5066, 1.9156, 2.8831]],
  "atomic_forces_ev_per_a": [[0.121, 0.196, 0.166], [0.062, -0.124, -0.012], [-0.047, 0.101, -0.025], [-0.017, -0.056, -0.085], [0.007, -0.014, -0.018], [0.014, 0.014, -0.026], [-0.010, 0.127, 0.100], [-0.176, -0.122, 0.128], [0.033, -0.011, 0.015], [0.002, 0.001, -0.025], [-0.278, -0.346, -0.314], [-0.060, -0.057, -0.016], [-0.039, 0.016, 0.070], [0.028, -0.137, -0.093], [0.464, 0.186, 0.069], [-0.032, 0.006, -0.095], [0.115, 0.157, -0.041], [0.030, 0.052, 0.129], [-0.036, -0.009, -0.080], [-0.177, -0.085, 0.046], [-0.076, 0.109, 0.079], [0.067, -0.008, -0.008], [-0.004, 0.012, 0.035], [0.007, -0.003, -0.002], [0.003, -0.005, 0.005]],
  "lowdin_charge": [1.192, 0.591, 0.657, -0.507, 0.086, 0.095, -0.231, 0.139, 0.093, 0.092, -0.150, -0.344, -0.354, 0.094, -0.523, -0.900, -0.118, -0.243, -0.052, 0.086, -0.051, 0.039, 0.028, 0.140, 0.140]
}